# 1
{
  "formula": "C4H6O2",
  "method": "the ωB97M-V functional and the def2-TZVPD basis",
  "multiplicity": 1,
  "charge": 0,
  "e_homo_ev": -10.1,
  "max_force_ev_per_a": 1.43,
  "e_above_lowest_kj_mol": 242.8,
  "species": ["O", "C", "C", "C", "C", "O", "H", "H", "H", "H", "H", "H"],
  "xyz": [[-2.321, -1.876, 1.226], [-2.130, -0.856, 0.762], [0.228, 1.042, 1.107], [1.314, 0.691, 0.426], [-0.036, -0.604, -1.641], [-0.540, -1.623, -1.242], [-0.351, 1.928, 0.858], [-0.142, 0.443, 1.933], [1.688, 1.292, -0.400], [1.859, -0.222, 0.653], [1.015, -0.572, -1.990], [-0.583, 0.357, -1.692]],
  "lowdin_charge": [0.05, 0.01, -0.10, -0.11, -0.19, -0.05, 0.06, 0.04, 0.06, 0.07, 0.08, 0.09]
}

---

# 2
{
  "formula": "C5H12STa",
  "method": "the ωB97M-V functional and the def2-TZVPD basis",
  "multiplicity": 1,
  "charge": -1,
  "e_homo_ev": -4.1,
  "max_force_ev_per_a": 1.33,
  "species": ["C", "C", "Ta", "C", "S", "C", "C", "H", "H", "H", "H", "H", "H", "H", "H", "H", "H", "H", "H"],
  "xyz": [[1.675, 2.881, 0.501], [1.889, 1.690, 0.473], [2.150, -0.577, 0.275], [0.546, -0.639, -1.392], [-1.021, -1.447, -0.967], [-1.677, -0.408, 0.353], [-3.156, -0.135, 0.128], [1.302, 3.867, 0.354], [0.957, -0.721, 1.689], [2.332, -2.402, 0.162], [3.409, -0.223, -1.046], [3.507, -0.543, 1.535], [0.327, 0.382, -1.700], [0.951, -1.145, -2.262], [-1.121, 0.521, 0.400], [-1.515, -0.898, 1.306], [-3.668, -1.047, -0.160], [-3.606, 0.266, 1.031], [-3.282, 0.578, -0.680]],
  "lowdin_charge": [-0.12, -0.44, 1.12, -0.80, 0.67, -0.62, -0.20, -0.03, -0.17, -0.20, -0.19, -0.22, -0.02, -0.04, 0.05, 0.04, 0.05, 0.06, 0.06]
}

---

# 3
{
  "formula": "C8H10",
  "method": "the ωB97M-V functional and the def2-TZVPD basis",
  "multiplicity": 1,
  "charge": 0,
  "e_homo_ev": [-7.2, -8.0],
  "max_force_ev_per_a": 4.54,
  "e_above_lowest_kj_mol": 564.0,
  "species": ["C", "C", "C", "C", "C", "C", "C", "C", "H", "H", "H", "H", "H", "H", "H", "H", "H", "H"],
  "xyz": [[0.758, -1.006, 0.029], [-0.586, -1.387, 0.269], [1.881, -1.735, -0.251], [-0.684, 0.932, -0.098], [0.757, 0.405, -0.136], [-1.450, -0.322, 0.053], [2.007, 1.124, 0.313], [-2.929, -0.260, -0.122], [1.897, -2.804, -0.368], [2.806, -1.190, -0.393], [-0.870, 1.585, 0.697], [-0.945, 1.651, -0.843], [1.748, 2.126, 0.500], [2.862, 0.989, -0.460], [2.262, 0.687, 1.183], [-3.171, -1.221, -0.553], [-3.069, 0.567, -0.769], [-3.272, -0.143, 0.950]],
  "lowdin_charge": [-0.36, 0.17, 0.08, -0.12, -0.17, -0.30, -0.05, -0.05, 0.05, 0.05, 0.11, 0.12, 0.06, 0.12, 0.04, 0.08, 0.06, 0.11]
}

---

# 4
{
  "formula": "C23H30N4O4",
  "method": "the ωB97M-V functional and the def2-TZVPD basis",
  "smiles": "C/C=C/C(=O)N1C[C@]2(CC(c3cccc(NC(=O)CCCCC)c3)=NO2)C[C@H]1C(N)=O",
  "multiplicity": 1,
  "charge": 0,
  "e_homo_ev": -8.8,
  "max_force_ev_per_a": 1.10,
  "e_above_lowest_kj_mol": 115.9,
  "species": ["C", "C", "C", "C", "O", "N", "C", "C", "C", "C", "C", "C", "C", "C", "C", "N", "C", "O", "C", "C", "C", "C", "C", "C", "N", "O", "C", "C", "C", "N", "O", "H", "H", "H", "H", "H", "H", "H", "H", "H", "H", "H", "H", "H", "H", "H", "H", "H", "H", "H", "H", "H", "H", "H", "H", "H", "H", "H", "H", "H", "H"],
  "xyz": [[-7.949, 2.214, 3.592], [-7.143, 1.313, 2.730], [-5.869, 0.993, 2.944], [-5.167, 0.088, 2.017], [-5.713, -0.463, 1.075], [-3.842, -0.127, 2.256], [-3.094, -1.006, 1.382], [-1.634, -0.605, 1.585], [-0.593, -1.673, 1.227], [0.170, -0.975, 0.123], [1.287, -1.548, -0.600], [1.774, -2.819, -0.295], [2.844, -3.330, -1.006], [3.442, -2.604, -2.019], [2.962, -1.334, -2.333], [3.518, -0.539, -3.335], [4.609, -0.779, -4.121], [5.224, -1.821, -4.137], [4.952, 0.396, -5.021], [5.257, 1.710, -4.291], [6.563, 1.686, -3.494], [6.541, 0.837, -2.223], [5.597, 1.369, -1.150], [1.888, -0.814, -1.620], [-0.276, 0.196, -0.113], [-1.325, 0.502, 0.697], [-1.611, -0.114, 3.039], [-3.016, 0.459, 3.293], [-2.992, 2.000, 3.252], [-2.897, 2.523, 2.020], [-3.060, 2.660, 4.266], [-8.325, 3.051, 3.005], [-8.814, 1.678, 3.983], [-7.360, 2.596, 4.421], [-7.638, 0.892, 1.864], [-5.334, 1.389, 3.791], [-3.252, -2.054, 1.666], [-3.429, -0.873, 0.350], [-1.056, -2.592, 0.866], [0.061, -1.910, 2.067], [1.321, -3.404, 0.491], [3.221, -4.314, -0.769], [4.275, -3.010, -2.569], [3.063, 0.356, -3.454], [5.815, 0.103, -5.620], [4.107, 0.551, -5.699], [4.433, 1.990, -3.633], [5.340, 2.492, -5.050], [6.812, 2.714, -3.218], [7.360, 1.319, -4.145], [6.279, -0.193, -2.465], [7.555, 0.822, -1.815], [5.828, 2.407, -0.920], [5.701, 0.785, -0.239], [4.557, 1.309, -1.462], [1.497, 0.167, -1.842], [-1.424, -0.960, 3.701], [-0.833, 0.632, 3.195], [-3.371, 0.175, 4.292], [-2.689, 1.948, 1.220], [-2.820, 3.523, 1.928]],
  "lowdin_charge": [-0.09, -0.11, -0.01, -0.45, 0.06, -0.01, -0.05, -0.39, -0.02, -0.22, -0.17, -0.03, -0.06, 0.00, -0.21, 0.13, -0.49, 0.07, -0.10, -0.20, -0.21, -0.25, -0.10, 0.04, 0.14, -0.09, -0.02, -0.18, -0.54, 0.21, 0.06, 0.08, 0.08, 0.08, 0.12, 0.10, 0.14, 0.14, 0.13, 0.13, 0.11, 0.11, 0.10, 0.14, 0.12, 0.12, 0.10, 0.11, 0.11, 0.11, 0.09, 0.11, 0.07, 0.07, 0.05, 0.12, 0.13, 0.14, 0.16, 0.09, 0.12]
}

---

# 5
{
  "formula": "C56H44N8O2Tl",
  "method": "the ωB97M-V functional and the def2-TZVPD basis",
  "multiplicity": 1,
  "charge": -1,
  "e_homo_ev": [-2.8, -2.7],
  "max_force_ev_per_a": 1.59,
  "e_above_lowest_kj_mol": 641.6,
  "species": ["Tl", "C", "C", "C", "C", "C", "C", "C", "C", "C", "C", "C", "C", "C", "C", "C", "C", "C", "C", "C", "N", "C", "C", "C", "C", "C", "C", "C", "C", "C", "C", "C", "C", "N", "C", "C", "C", "C", "C", "N", "C", "C", "C", "C", "C", "C", "C", "C", "N", "H", "H", "H", "H", "H", "H", "H", "H", "H", "H", "H", "H", "H", "H", "H", "H", "H", "H", "H", "H", "H", "H", "H", "H", "H", "H", "H", "H", "O", "C", "C", "C", "C", "N", "C", "C", "C", "C", "C", "C", "O", "C", "C", "N", "H", "H", "H", "H", "H", "H", "H", "H", "H", "H", "H", "H", "N", "N", "H", "H", "H", "H"],
  "xyz": [[0.587, 0.735, 0.059], [5.373, -5.371, 1.553], [4.412, -5.612, 0.583], [3.464, -4.658, 0.273], [3.432, -3.425, 0.943], [4.436, -3.190, 1.900], [5.387, -4.140, 2.193], [2.431, -2.421, 0.720], [1.109, -2.615, 0.268], [0.368, -3.834, 0.173], [-0.917, -3.507, -0.132], [-0.978, -2.084, -0.276], [-2.107, -1.366, -0.711], [-3.357, -2.140, -0.738], [-3.787, -2.800, 0.415], [-4.888, -3.632, 0.385], [-5.597, -3.814, -0.792], [-5.193, -3.144, -1.937], [-4.082, -2.322, -1.913], [-2.108, -0.058, -1.238], [-0.964, 0.658, -1.468], [-1.278, 1.764, -2.213], [-0.308, 2.594, -2.847], [-0.730, 3.676, -3.725], [-0.080, 4.914, -3.647], [-0.485, 5.985, -4.416], [-1.553, 5.854, -5.291], [-2.190, 4.628, -5.405], [-1.780, 3.554, -4.641], [1.076, 2.361, -2.684], [2.186, 2.548, -3.575], [3.237, 1.832, -3.069], [2.806, 1.251, -1.829], [1.519, 1.652, -1.629], [3.415, 0.408, -0.885], [2.685, 0.257, 0.390], [0.913, 0.395, 2.555], [2.170, -0.394, 2.429], [2.589, -1.054, 1.149], [3.372, 0.026, 1.687], [4.481, -0.506, -1.246], [5.405, -0.978, -0.309], [6.310, -1.962, -0.644], [6.324, -2.505, -1.918], [5.441, -2.022, -2.872], [4.534, -1.037, -2.543], [-2.697, 1.811, -2.341], [-3.209, 0.686, -1.748], [0.259, -1.568, -0.009], [6.117, -6.120, 1.787], [4.407, -6.558, 0.056], [2.757, -4.839, -0.522], [4.457, -2.236, 2.407], [6.146, -3.927, 2.934], [0.750, -4.818, 0.369], [-1.731, -4.190, -0.289], [-3.227, -2.663, 1.329], [-5.186, -4.162, 1.281], [-6.453, -4.476, -0.822], [-5.731, -3.290, -2.865], [-3.737, -1.848, -2.821], [0.750, 5.035, -2.964], [0.020, 6.939, -4.320], [-1.882, 6.700, -5.880], [-3.018, 4.513, -6.093], [-2.251, 2.593, -4.769], [2.157, 3.093, -4.502], [4.220, 1.734, -3.497], [0.973, 1.434, 2.854], [2.452, -0.950, 3.329], [5.393, -0.561, 0.684], [7.002, -2.328, 0.101], [7.003, -3.310, -2.162], [5.442, -2.453, -3.866], [3.814, -0.698, -3.272], [-3.268, 2.591, -2.811], [-4.248, 0.414, -1.681], [-4.982, 3.909, 3.845], [-4.292, 4.496, 2.766], [-3.175, 3.609, 2.285], [-2.555, 3.910, 1.064], [-1.529, 3.097, 0.638], [-1.125, 2.014, 1.291], [-1.727, 1.677, 2.452], [-2.735, 2.513, 2.986], [-1.456, 0.395, 3.063], [-2.540, -0.314, 3.584], [-2.501, -1.669, 3.826], [-3.686, -2.434, 4.331], [-3.674, -2.595, 5.741], [-1.296, -2.327, 3.514], [-0.217, -1.624, 3.088], [-0.221, -0.258, 2.932], [-5.777, 4.418, 4.029], [-3.878, 5.476, 3.063], [-4.970, 4.670, 1.917], [-2.872, 4.755, 0.473], [-1.005, 3.318, -0.280], [-3.166, 2.295, 3.948], [-3.477, 0.205, 3.710], [-3.720, -3.419, 3.845], [-4.611, -1.903, 4.101], [-2.836, -3.002, 5.980], [-1.224, -3.402, 3.577], [0.694, -2.132, 2.833], [1.847, 4.385, -0.094], [1.480, 3.381, 0.906], [0.969, 4.712, -0.497], [2.321, 3.863, -0.829], [1.008, 3.892, 1.651], [2.364, 3.040, 1.281]],
  "lowdin_charge": [1.04, -0.12, -0.11, -0.04, -0.17, -0.05, -0.11, -0.08, -0.24, -0.02, -0.02, -0.25, -0.08, -0.19, -0.04, -0.09, -0.11, -0.09, -0.03, -0.26, 0.01, -0.27, -0.09, -0.18, -0.04, -0.10, -0.12, -0.10, -0.05, -0.28, -0.02, -0.03, -0.27, -0.04, -0.10, -0.25, -0.13, -0.21, -0.34, 0.13, -0.16, -0.04, -0.09, -0.11, -0.10, -0.03, -0.05, -0.03, 0.06, 0.09, 0.09, 0.10, 0.10, 0.10, 0.09, 0.10, 0.10, 0.09, 0.09, 0.10, 0.12, 0.10, 0.10, 0.09, 0.10, 0.11, 0.10, 0.10, 0.12, 0.15, 0.10, 0.10, 0.09, 0.10, 0.11, 0.09, 0.10, -0.06, -0.22, -0.18, 0.00, -0.13, 0.07, -0.17, 0.04, -0.11, 0.04, -0.23, -0.24, -0.06, 0.00, -0.02, 0.01, 0.09, 0.13, 0.13, 0.12, 0.10, 0.12, 0.12, 0.11, 0.12, 0.08, 0.13, 0.12, -0.03, -0.08, 0.05, 0.05, 0.07, 0.08]
}

---

# 6
{
  "formula": "CH2F3NO",
  "method": "the ωB97M-V functional and the def2-TZVPD basis",
  "smiles": "NC(F)(F)OF",
  "multiplicity": 1,
  "charge": 0,
  "e_homo_ev": -10.9,
  "max_force_ev_per_a": 4.11,
  "e_above_lowest_kj_mol": 197.2,
  "species": ["N", "C", "F", "F", "O", "F", "H", "H"],
  "xyz": [[-0.087, -1.050, 0.725], [-0.056, -0.026, -0.409], [-1.041, -0.279, -1.166], [1.065, -0.019, -1.124], [-0.284, 1.229, 0.205], [0.150, 2.302, -0.677], [-0.548, -0.620, 1.567], [0.800, -1.537, 0.879]],
  "lowdin_charge": [0.13, -0.72, 0.19, 0.15, 0.07, -0.02, 0.11, 0.09]
}

---

Repeat the first record exactly.
{
  "formula": "C4H6O2",
  "method": "the ωB97M-V functional and the def2-TZVPD basis",
  "multiplicity": 1,
  "charge": 0,
  "e_homo_ev": -10.1,
  "max_force_ev_per_a": 1.43,
  "e_above_lowest_kj_mol": 242.8,
  "species": ["O", "C", "C", "C", "C", "O", "H", "H", "H", "H", "H", "H"],
  "xyz": [[-2.321, -1.876, 1.226], [-2.130, -0.856, 0.762], [0.228, 1.042, 1.107], [1.314, 0.691, 0.426], [-0.036, -0.604, -1.641], [-0.540, -1.623, -1.242], [-0.351, 1.928, 0.858], [-0.142, 0.443, 1.933], [1.688, 1.292, -0.400], [1.859, -0.222, 0.653], [1.015, -0.572, -1.990], [-0.583, 0.357, -1.692]],
  "lowdin_charge": [0.05, 0.01, -0.10, -0.11, -0.19, -0.05, 0.06, 0.04, 0.06, 0.07, 0.08, 0.09]
}